Formula: C12H17NO
Source: the Open Molecules 2025 dataset
Level of theory: the ωB97M-V functional and the def2-TZVPD basis

The geometry in XYZ format:
```
31
Properties=species:S:1:pos:R:3:lowdin_charge:R:1
C -1.10829 -0.50429 -1.46798 -0.239
C -0.97398 0.81669 -0.79616 -0.142
C -2.04296 1.68480 -0.98716 -0.005
C -1.92951 3.00106 -0.45302 -0.116
C -0.95181 3.34906 0.36736 -0.121
C 0.11657 2.45549 0.61100 -0.046
C 0.06326 1.13606 0.17885 -0.131
C 1.20082 0.27332 0.73181 -0.201
C 0.53756 -0.63573 1.79272 -0.166
C -0.07864 -1.87086 1.29497 -0.198
C 0.64512 -2.67789 0.18352 -0.163
C 1.84356 -0.62206 -0.45123 -0.202
H 0.21530 0.06930 -2.86185 0.080
H -0.46083 -1.27664 -0.96808 0.061
H -2.08079 -0.96466 -1.69812 0.140
H -2.86528 1.24129 -1.52094 0.112
H -2.81753 3.68093 -0.46341 0.117
H -0.74878 4.40140 0.86173 0.145
H 0.92647 2.54306 1.37869 0.122
H 1.99488 0.84455 1.12432 0.105
H 1.35056 -0.78371 2.49221 0.114
H -0.20214 -0.17430 2.37206 0.104
H -1.08642 -1.62704 0.97034 0.105
H -0.45672 -2.51399 2.05784 0.103
H 0.00862 -2.90877 -0.64595 0.086
H 1.01971 -3.65634 0.58661 0.118
H 2.57395 -2.14655 0.50615 0.121
H 2.83092 -0.19365 -0.74064 0.126
H 1.09772 -0.44783 -1.29998 0.089
N 1.96850 -2.04311 -0.36385 -0.048
O -0.58985 -0.44959 -2.79183 -0.071
```

## Properties
M	191.27	g mol⁻¹
HOMO-LUMO gap	0.35762	Ha
HOMO energy	-8.95	eV
LUMO level	0.786	eV
SMILES string	OCc1ccccc1[C@H]1CCCNC1
maximum force	5.78	eV Å⁻¹

Formula: C12H18BCdF13O6
Source: the Open Molecules 2025 dataset
Level of theory: the ωB97M-V functional and the def2-TZVPD basis

The geometry in XYZ format:
```
51
Properties=species:S:1:pos:R:3:lowdin_charge:R:1
Cd 15.44806 -2.59969 14.55993 1.463
C 16.87440 -3.10063 16.79908 -0.378
O 16.94880 -1.94255 15.94745 -0.205
O 15.99623 -3.97845 16.08007 -0.277
C 18.32651 -3.56152 17.19597 -0.622
F 18.37451 -4.84092 17.68748 0.098
F 19.12199 -3.50769 16.16906 0.184
F 18.83305 -2.89874 18.19473 0.152
C 17.47163 -0.73005 16.44773 -0.274
C 17.12637 0.38010 15.49549 -0.065
H 17.67497 1.30851 15.65419 0.073
H 17.20874 -0.00849 14.48044 0.071
H 16.09327 0.70569 15.61712 0.061
H 18.55890 -0.72589 16.52462 0.111
H 17.08993 -0.45283 17.43035 0.110
H 16.43708 -2.81698 17.75636 0.127
C 13.25769 -0.43508 15.55866 -0.404
O 13.37957 -1.34773 16.67619 -0.111
O 14.02307 -1.04207 14.56105 -0.282
C 11.79035 0.01948 15.34134 -0.496
F 10.86741 -0.96294 15.14601 0.121
F 11.31274 0.85366 16.25540 0.122
F 11.65898 0.84432 14.22145 0.065
C 13.66235 -0.78701 17.93610 -0.287
C 13.34795 -1.95181 18.86351 -0.085
H 13.52866 -1.71749 19.91258 0.062
H 12.33972 -2.33557 18.70764 0.077
H 14.03741 -2.75843 18.61433 0.069
H 13.02078 0.04510 18.22605 0.108
H 14.71385 -0.56206 18.11454 0.102
H 13.81615 0.44363 15.88129 0.121
C 17.86121 -2.14936 12.09086 -0.381
O 17.94093 -0.72979 11.97430 -0.109
O 16.63605 -2.27533 12.79326 -0.279
C 18.01912 -2.77835 10.68163 -0.498
F 19.28199 -2.72071 10.10918 0.067
F 17.55211 -4.06325 10.63396 0.125
F 17.31633 -2.05427 9.80254 0.124
C 19.16371 -0.12196 11.96686 -0.331
C 18.79619 1.32957 11.86141 -0.084
H 18.28138 1.59038 12.78609 0.064
H 19.64506 2.00966 11.93209 0.060
H 18.23224 1.53041 10.95052 0.082
H 19.76800 -0.38321 11.09814 0.108
H 19.70577 -0.30244 12.89514 0.117
H 18.67805 -2.57585 12.67308 0.142
B 14.34470 -4.73060 13.00571 -1.461
F 15.66962 -4.75320 13.18595 0.130
F 14.17193 -4.39900 11.68458 0.132
F 13.83064 -5.98939 13.28580 0.110
F 13.86075 -3.76973 13.85997 0.072
```

## Properties
M	628.47	g mol⁻¹
HOMO-LUMO gap	0.26406	Ha
HOMO energy	-2.47	eV
charge	-2
LUMO level	4.719	eV
maximum force	4.71	eV Å⁻¹

Formula: C12H18BeBr4ClCs2F3N4O3PS
Source: the Open Molecules 2025 dataset
Level of theory: the ωB97M-V functional and the def2-TZVPD basis

The geometry in XYZ format:
```
50
Properties=species:S:1:pos:R:3:lowdin_charge:R:1
C 2.58038 -2.32306 2.96619 0.188
C 1.97002 -1.92085 1.85776 -0.124
C 1.25430 -0.88051 0.85918 -0.140
N -0.13570 -0.46112 0.92108 -0.069
C -1.05074 -1.05803 1.98230 -0.104
C -1.39180 -2.59965 1.61925 -0.593
C -2.87203 -3.06181 2.11507 -0.129
Cl -1.29409 -2.90640 -0.22566 0.542
C -0.48358 0.53053 -0.10480 -0.240
P -2.18152 1.35260 -0.31679 0.421
S -3.40529 0.23236 -1.38634 0.143
C 0.87723 0.66856 -0.87422 -0.038
N 1.90288 -0.20783 -0.25757 -0.044
C 3.37401 -0.41606 -0.59665 -0.186
C 3.51653 -1.92970 -1.19729 -0.262
O 4.28144 -2.77673 -0.65200 0.095
F 2.73826 -2.36127 -2.35490 -0.067
H 3.12864 -2.65039 3.93370 0.118
H -1.98406 -0.37764 2.04644 0.108
H -0.43172 -1.05858 2.95780 0.153
H -0.60019 -3.28315 2.11427 0.054
H -3.51648 -2.19349 2.50581 0.090
H -3.42256 -3.51521 1.21549 0.078
H -2.79221 -3.87349 2.94098 0.099
H -2.11953 2.69760 -0.84982 -0.004
H -2.78268 1.50240 1.01254 -0.014
H 1.07694 1.37158 -1.77702 0.050
H 4.05741 -0.39659 0.35865 -0.031
H 3.78749 0.38968 -1.32901 -0.163
C -0.09610 4.64154 -0.21322 -0.670
O -1.22835 4.27633 -0.01225 0.031
N 0.98876 3.92211 0.17601 0.172
N 0.20506 5.80174 -0.84427 -0.114
H 1.93530 4.21800 0.01500 0.077
H 0.81847 3.04864 0.65187 0.106
H -0.56746 6.37776 -1.15529 0.111
H 1.14567 6.10668 -1.01226 -0.185
F -3.48400 3.92362 0.67995 -0.563
C -1.68590 -2.81964 -4.31457 -1.591
Br 0.08292 -2.19258 -3.81166 0.542
Br -1.74865 -3.39110 -6.16784 0.582
Br -2.32861 -4.19814 -3.11094 0.592
H -2.36403 -1.97105 -4.21899 -0.030
F -1.91110 -5.24885 1.28884 -0.587
Be 1.03949 -3.77115 0.51354 0.774
O -2.94948 1.59459 3.01764 -0.220
H -3.34532 2.39259 3.35886 -0.051
Cs 3.63654 2.17358 -2.26775 1.142
Br 6.32679 0.06411 0.90508 -0.425
Cs 1.57420 6.52886 -2.85142 1.376
```

## Properties
M	1016.23	g mol⁻¹
HOMO-LUMO gap	0.07340	Ha
HOMO energy	-9.00	eV
charge	+1
LUMO level	-6.999	eV
maximum force	7.29	eV Å⁻¹

Formula: C12H18BrCl2CrNOS3
Source: the Open Molecules 2025 dataset
Level of theory: the ωB97M-V functional and the def2-TZVPD basis

The geometry in XYZ format:
```
39
Properties=species:S:1:pos:R:3:lowdin_charge:R:1
Cr 0.84657 -0.30818 0.75416 0.133
O -2.50827 -1.59558 5.83389 0.153
C -1.76188 -1.33726 4.77369 -0.277
C -0.43444 -0.89482 4.83114 0.044
C 0.22920 -0.67332 3.65412 -0.131
N -0.31960 -0.85337 2.43052 -0.131
C -1.60022 -1.25532 2.40451 -0.705
Br -2.38211 -1.45195 0.70723 0.879
C -2.35228 -1.51767 3.52028 -0.001
H -2.04363 -1.43998 6.66737 0.146
H 0.06646 -0.72642 5.77487 0.138
H 1.25561 -0.33068 3.67505 0.102
H -3.37847 -1.84584 3.44406 0.136
Cl -0.79558 1.48718 -1.29642 0.606
C -0.20802 2.77324 -0.25634 -0.856
Cl 0.35907 2.10220 1.32763 0.630
H -1.01702 3.45487 -0.02324 0.055
H 0.64219 3.26490 -0.71278 0.050
C 4.27445 -1.24943 0.56388 -0.451
C 4.08218 0.09686 -0.12131 -0.453
S 2.49035 0.40784 -0.93478 0.857
C 2.33303 -0.82369 -2.25820 -0.447
C 2.03745 -2.25606 -1.83308 -0.439
S 0.61086 -2.33192 -0.70627 0.851
C 1.10392 -3.57115 0.52408 -0.456
C 2.48242 -3.39491 1.16032 -0.447
S 2.91137 -1.70242 1.69263 0.920
H 5.18955 -1.21067 1.15392 0.098
H 4.39690 -2.04954 -0.16112 0.075
H 4.86920 0.26062 -0.85870 0.105
H 4.15472 0.91506 0.59819 0.093
H 3.23640 -0.77879 -2.86777 0.108
H 1.52008 -0.43008 -2.87117 0.088
H 2.89373 -2.72619 -1.36100 0.064
H 1.78826 -2.84309 -2.71689 0.103
H 1.03741 -4.56159 0.07374 0.105
H 0.31305 -3.50674 1.27349 0.075
H 3.27681 -3.72702 0.49484 0.082
H 2.53797 -4.03099 2.04297 0.096
```

## Properties
2S+1	5
M	491.29	g mol⁻¹
HOMO-LUMO gap (alpha / beta)	0.31488 / 0.36027	Ha
HOMO energy (alpha / beta)	-14.91 / -15.72	eV
charge	+2
LUMO level (alpha / beta)	-6.338 / -5.920	eV
maximum force	0.16	eV Å⁻¹

Formula: C12H18BrClDyNO4S3
Source: the Open Molecules 2025 dataset
Level of theory: the ωB97M-V functional and the def2-TZVPD basis

The geometry in XYZ format:
```
41
Properties=species:S:1:pos:R:3:lowdin_charge:R:1
Dy -0.95111 -0.80297 -0.63188 1.226
C -0.38284 -1.53007 3.22862 -0.472
C 0.96205 -1.05977 2.69777 -0.490
S 0.90901 0.22591 1.44004 0.863
C 0.03900 1.57444 2.27528 -0.465
C -1.13014 2.18186 1.50831 -0.486
S -2.43888 1.07140 0.96104 0.832
C -3.00247 0.25624 2.47582 -0.458
C -3.05678 -1.26056 2.36945 -0.478
S -1.50993 -2.07611 1.93856 0.898
H -0.21838 -2.37117 3.90177 0.103
H -0.87011 -0.75430 3.81560 0.075
H 1.58441 -0.70757 3.52084 0.105
H 1.51368 -1.88012 2.23397 0.094
H -0.27509 1.21459 3.25334 0.079
H 0.76810 2.36267 2.46139 0.099
H -1.59578 2.96066 2.11370 0.106
H -0.79001 2.67632 0.59552 0.081
H -2.36025 0.58469 3.29068 0.076
H -4.00010 0.63533 2.69505 0.102
H -3.42583 -1.68747 3.30258 0.107
H -3.75784 -1.57999 1.59685 0.088
C 4.40614 0.51741 -3.03901 -0.012
C 2.92452 0.77485 -2.94450 -0.211
C 2.29882 1.73342 -3.73919 0.041
C 0.93685 1.97666 -3.63700 -0.042
C 0.25672 1.20836 -2.72131 -0.703
Br -1.61200 1.43208 -2.50248 0.924
N 0.80270 0.28449 -1.95537 -0.126
C 2.12840 0.07581 -2.05847 -0.059
H 4.73086 0.55372 -4.07783 0.098
H 4.66724 -0.46042 -2.63781 0.090
H 4.96447 1.27239 -2.48450 0.102
H 2.88595 2.29877 -4.45481 0.145
H 0.43738 2.71561 -4.24646 0.128
H 2.55053 -0.68810 -1.41759 0.132
O -2.16610 -4.03010 -2.43397 -0.125
Cl -1.70786 -2.82646 -1.88947 0.755
O -2.67665 -2.15875 -0.94890 -0.436
O -1.35706 -1.75447 -2.82445 -0.370
O -0.48162 -2.95929 -1.03117 -0.414
```

## Properties
2S+1	6
M	614.34	g mol⁻¹
HOMO-LUMO gap (alpha / beta)	0.33791 / 0.33814	Ha
HOMO energy (alpha / beta)	-15.89 / -15.89	eV
charge	+2
LUMO level (alpha / beta)	-6.695 / -6.690	eV
maximum force	4.38	eV Å⁻¹

Formula: C12H18BrN2O2
Source: the Open Molecules 2025 dataset
Level of theory: the ωB97M-V functional and the def2-TZVPD basis

The geometry in XYZ format:
```
35
Properties=species:S:1:pos:R:3:lowdin_charge:R:1
C 0.89945 3.82588 -0.20585 0.076
C 1.38951 2.55265 -0.62705 -0.074
C 1.97948 1.00709 -0.87301 -0.108
C 3.12465 0.76005 0.28157 -0.055
N 4.63262 0.66170 0.21567 0.099
C 5.06062 0.44131 1.66156 -0.508
Br 6.92828 0.16673 2.37698 0.661
C 3.77730 0.43260 2.72502 0.050
N 2.66478 0.62032 1.71720 -0.068
C 1.24060 0.63052 2.31076 -0.037
C 0.01886 0.08326 2.80542 0.171
H 0.64257 4.74649 0.50939 0.078
H 2.43084 0.89945 -1.94842 0.126
H 1.07320 0.23755 -0.76987 0.124
H 5.21661 0.73072 -0.64687 0.173
H 3.75814 0.29247 3.88674 0.157
H -1.01628 -0.38721 3.16932 0.087
C -1.13613 -0.67457 -4.47477 -0.084
C -0.01032 -0.56473 -3.46749 -0.327
O -0.46486 0.11004 -2.30366 -0.121
H -1.50591 0.31903 -4.74853 0.084
H -0.80076 -1.18855 -5.38002 0.082
H -1.98307 -1.22384 -4.05074 0.078
H 0.82487 0.00355 -3.88737 0.111
H 0.35621 -1.55465 -3.17893 0.112
H -1.20094 -0.40709 -1.93381 0.098
C -4.40348 -0.90163 1.13542 -0.095
C -4.09896 -2.03987 2.08715 -0.324
O -3.45746 -1.54027 3.25133 -0.107
H -3.48318 -0.38078 0.85138 0.066
H -4.89432 -1.27067 0.23042 0.078
H -5.05406 -0.16136 1.61245 0.077
H -3.43113 -2.76593 1.61427 0.113
H -5.01559 -2.55757 2.38602 0.113
H -4.06214 -0.90271 3.66833 0.093
```

## Properties
M	302.19	g mol⁻¹
HOMO-LUMO gap	0.29377	Ha
HOMO energy	-12.40	eV
charge	+1
LUMO level	-4.404	eV
maximum force	10.46	eV Å⁻¹

The lowest M belongs to which entry? C12H17NO

maximum force of number 2 (C12H18BCdF13O6)? 4.71 eV Å⁻¹

What is the maximum force in the third record? 7.29 eV Å⁻¹

The lowest maximum force belongs to which entry? C12H18BrCl2CrNOS3